No. 1
Computed, not measured: a molecular structure, C28H26F6IN4O9S3TeW in a non-equilibrium geometry, with the ωB97M-V functional and the def2-TZVPD basis.

XYZ file:
```
79
Properties=species:S:1:pos:R:3:forces:R:3:mulliken_spin:R:1
W 1.494 0.252 -0.227 0.75 1.00 -1.63 1.03
O 4.946 1.053 -1.828 -0.04 0.03 -0.03 0.00
S 3.926 0.079 -1.624 0.18 0.21 0.20 0.00
O 3.558 0.007 -0.101 -0.12 -0.37 0.23 0.00
O 4.117 -1.230 -2.154 0.10 -0.02 -0.02 0.00
O 2.527 0.624 -1.995 -0.25 -0.33 0.01 0.05
F -0.859 -2.853 -2.131 -0.03 -0.05 0.00 0.00
C -1.574 -3.513 -1.221 -0.02 0.05 0.01 0.00
F -2.670 -2.815 -0.942 -0.03 -0.03 -0.01 0.00
F -1.926 -4.689 -1.732 0.03 0.00 0.00 0.00
S -0.595 -3.761 0.337 -0.05 0.07 -0.15 0.00
O -0.679 -2.506 1.033 -0.03 0.00 0.07 0.00
O -1.112 -4.942 0.939 -0.04 0.02 0.01 0.00
N 0.861 -4.054 -0.215 0.05 -0.24 0.17 0.00
S 1.997 -3.102 -0.607 -0.21 0.16 -0.23 0.01
O 3.159 -3.148 0.213 0.05 -0.07 -0.02 0.00
O 1.475 -1.724 -0.912 0.30 0.19 0.39 0.06
C 2.443 -3.751 -2.321 0.08 0.05 0.00 0.00
F 1.856 -4.926 -2.509 -0.04 -0.01 0.01 0.00
F 3.747 -3.911 -2.409 0.01 0.01 0.03 0.00
F 2.013 -2.908 -3.248 0.01 0.00 0.00 0.00
I 2.696 -3.324 4.883 0.02 -0.01 0.00 0.00
C 2.692 -1.802 3.506 -0.08 0.02 0.02 0.00
C 3.456 -0.673 3.478 -0.04 0.13 0.04 0.00
N 3.034 0.102 2.445 0.21 -0.50 -0.15 0.01
N 2.052 -0.561 1.758 -0.11 -0.03 -0.17 0.03
C 1.836 -1.692 2.397 -0.29 0.04 0.12 -0.01
H 4.253 -0.341 4.123 0.04 -0.03 -0.03 0.00
H 3.711 0.545 1.828 -0.08 0.19 0.10 0.01
H 1.044 -2.351 2.084 -0.01 0.02 0.03 -0.01
C -5.326 -0.818 4.444 -0.02 0.01 0.01 0.00
C -4.139 -0.297 3.682 0.01 0.00 -0.01 0.00
C -4.279 0.232 2.407 0.01 -0.03 0.00 0.01
C -3.190 0.702 1.680 -0.02 -0.09 -0.01 0.03
C -3.438 1.233 0.292 -0.04 0.00 -0.07 0.04
C -1.920 0.629 2.269 -0.11 -0.13 -0.35 0.15
Te -0.377 1.668 1.154 -0.40 -0.02 0.52 0.37
N -0.529 -0.154 -0.816 0.17 -0.09 0.36 0.31
C -0.310 0.631 -1.850 -0.42 -0.06 0.61 0.03
O 0.472 1.636 -1.616 0.27 -0.43 -0.11 0.03
C -0.823 0.312 -3.205 -0.09 0.15 0.03 0.01
C 0.016 -0.321 -4.114 0.01 0.10 -0.04 0.01
C -0.478 -0.669 -5.361 0.02 -0.01 0.01 -0.01
C -1.793 -0.379 -5.697 -0.02 0.00 -0.01 0.01
C -2.624 0.258 -4.786 0.01 -0.01 0.00 0.00
C -2.142 0.599 -3.532 -0.01 -0.07 0.00 0.01
C 1.394 3.298 0.283 0.05 0.18 -0.15 0.65
C 2.678 2.891 0.554 0.06 -0.12 0.25 -0.03
C 3.725 3.417 -0.219 -0.08 0.02 -0.05 0.04
C 3.420 4.345 -1.189 0.04 -0.01 -0.01 -0.03
C 2.101 4.757 -1.399 0.00 0.00 -0.02 0.04
C 1.037 4.224 -0.684 0.07 -0.03 -0.05 0.05
C -0.384 4.597 -0.987 -0.06 0.04 0.01 0.04
C -1.745 0.099 3.548 0.04 0.16 0.02 -0.04
C -0.408 -0.032 4.216 0.03 0.01 -0.03 0.05
C -2.867 -0.350 4.233 0.00 -0.04 0.00 0.01
H -6.259 -0.570 3.940 0.00 0.00 0.00 0.00
H -5.360 -0.400 5.451 0.01 0.00 0.00 0.00
H -5.275 -1.904 4.540 0.00 0.00 0.00 0.00
H -5.265 0.277 1.958 0.00 0.00 0.00 0.00
H -4.481 1.082 0.017 -0.01 0.01 0.01 0.00
H -2.817 0.719 -0.442 -0.03 -0.03 0.08 -0.01
H -3.228 2.303 0.217 0.02 0.02 0.03 0.00
H 1.041 -0.535 -3.841 0.01 0.00 0.00 0.00
H 0.167 -1.169 -6.071 0.00 0.00 0.00 0.00
H -2.173 -0.653 -6.673 0.00 0.00 0.00 0.00
H -3.649 0.482 -5.049 0.00 0.00 0.00 0.00
H -2.789 1.079 -2.807 0.00 0.00 -0.01 0.00
H 2.888 2.296 1.435 -0.05 0.01 -0.06 0.05
H 4.741 3.084 -0.060 0.02 0.02 0.00 0.00
H 4.209 4.765 -1.798 0.00 -0.01 0.00 0.00
H 1.895 5.499 -2.163 -0.01 -0.01 0.00 0.00
H -0.426 5.508 -1.582 0.01 0.00 -0.01 0.00
H -0.958 4.756 -0.074 0.01 -0.01 0.01 0.00
H -0.869 3.797 -1.551 0.03 0.01 0.02 -0.01
H 0.281 0.766 3.934 0.02 -0.03 -0.02 0.01
H 0.035 -0.986 3.936 0.07 -0.03 0.05 -0.01
H -0.516 -0.028 5.300 0.00 0.03 0.00 0.00
H -2.736 -0.760 5.230 0.00 0.00 0.00 0.00
```
Positions in Å, forces in eV/Å.

<S²> = 3.789
2S+1 = 4
E_HOMO (alpha / beta) = -8.295 / -8.813 eV
Gap between HOMO and LUMO (alpha / beta) = 6.482 / 6.224 eV
LUMO energy (alpha / beta) = -1.8132 / -2.5892 eV



No. 2
Computed, not measured: C4H6O2 in the gas phase, with the ωB97M-V functional and the def2-TZVPD basis.

XYZ file:
```
12
Properties=species:S:1:pos:R:3:forces:R:3:mulliken_charge:R:1
O -0.640 -1.946 1.144 0.13 0.44 -0.27 -0.56
C -0.377 -0.951 0.517 -0.10 -0.22 0.21 0.37
C 0.490 0.218 0.968 -0.03 -0.08 0.10 -0.31
C 0.645 1.062 -0.296 0.18 0.09 0.12 -0.42
O -0.395 0.662 -1.197 0.01 0.15 0.00 -0.38
C -0.854 -0.632 -0.891 -0.09 -0.20 0.02 -0.27
H 1.430 -0.146 1.391 -0.12 0.02 -0.11 0.32
H -0.042 0.742 1.770 0.00 -0.03 -0.13 0.22
H 0.517 2.133 -0.113 0.03 -0.18 -0.04 0.27
H 1.633 0.913 -0.754 -0.21 -0.06 0.00 0.25
H -0.461 -1.397 -1.575 0.08 0.10 0.00 0.24
H -1.946 -0.659 -0.964 0.12 -0.02 0.11 0.26
```
Positions in Å, forces in eV/Å.

E_HOMO = -9.742 eV
Gap between HOMO and LUMO = 10.619 eV
LUMO energy = 0.8776 eV



No. 3
Computed, not measured: a molecular structure, C50H52CuN4O2P2, with the ωB97M-V functional and the def2-TZVPD basis.

XYZ file:
```
111
Properties=species:S:1:pos:R:3:forces:R:3:mulliken_spin:R:1
Cu -2.017 0.119 0.392 -0.36 0.11 -0.26 0.00
C 2.319 4.164 4.066 0.03 0.02 0.02 0.00
C 1.527 3.511 2.945 -0.01 -0.03 0.05 0.00
C 2.817 1.072 2.389 -0.02 0.11 -0.25 0.00
C 2.318 0.028 1.484 0.01 -0.08 0.00 0.00
C 3.322 -0.470 0.673 -0.03 0.17 -0.19 0.00
N 3.334 -0.738 -0.642 0.09 0.01 0.08 0.00
C 2.270 -0.241 -1.482 -0.19 -0.24 -0.02 0.00
C 2.582 0.141 -2.930 0.00 0.04 0.03 0.00
C 1.524 1.103 -3.516 -0.02 0.00 0.03 0.00
N 0.112 0.650 -3.269 0.01 0.00 0.02 -0.05
C -1.012 1.103 -4.154 -0.02 0.03 0.11 0.85
C -2.089 0.133 -4.068 -0.24 0.07 0.08 -0.06
C -2.035 -1.088 -4.749 -0.01 -0.05 0.00 0.07
C -2.891 -2.142 -4.467 -0.01 0.07 -0.03 0.02
C -2.912 -3.393 -5.301 -0.02 -0.05 -0.03 0.00
C -3.730 -1.988 -3.359 0.04 -0.01 0.00 0.05
C -3.747 -0.836 -2.591 -0.03 0.02 -0.13 -0.02
C -4.415 -0.862 -1.295 -0.04 0.09 0.05 0.00
N -3.863 -0.459 -0.215 -0.14 -0.06 0.10 0.00
C -4.664 -0.428 1.008 0.02 -0.03 0.07 0.00
C -5.059 0.997 1.408 0.00 -0.01 0.00 0.00
C -4.012 2.078 1.142 -0.01 0.02 -0.03 0.00
N -2.630 1.707 1.474 0.20 0.09 0.12 0.00
C -1.988 2.436 2.293 -0.10 -0.09 -0.10 0.00
C -0.544 2.403 2.498 0.08 -0.15 0.27 0.00
C 0.033 3.433 3.142 -0.01 -0.02 -0.02 0.00
C 0.759 0.066 1.562 0.19 0.34 0.36 0.00
O -0.033 -0.510 0.517 -0.01 -0.59 0.11 0.00
C -3.049 0.361 -2.997 0.19 -0.25 -0.02 0.09
O -3.108 1.439 -2.350 -0.10 0.14 -0.03 0.02
H 3.393 4.025 3.931 -0.01 0.02 -0.01 0.00
H 2.133 5.237 4.063 -0.02 -0.01 -0.01 0.00
H 2.035 3.784 5.048 0.00 0.00 -0.01 0.00
H 3.875 1.297 2.419 0.00 0.00 0.10 0.00
H 4.315 -0.493 1.117 -0.01 -0.02 0.03 0.00
H 4.205 -1.038 -1.052 -0.02 -0.04 0.03 0.00
H 1.470 -0.980 -1.495 0.00 -0.09 0.06 0.00
H 1.915 0.639 -0.948 0.01 0.01 -0.02 0.00
H 3.540 0.662 -3.000 -0.01 0.01 0.02 0.00
H 2.651 -0.757 -3.551 0.02 0.02 0.00 0.00
H 1.623 2.094 -3.078 0.03 0.03 0.00 0.01
H 1.644 1.189 -4.594 0.02 -0.02 0.00 -0.01
H 0.084 -0.369 -3.378 0.02 0.00 -0.06 0.03
H -1.206 2.160 -4.023 0.04 0.02 -0.09 -0.02
H -1.317 -1.199 -5.559 -0.01 0.01 0.02 0.00
H -2.060 -3.427 -5.979 0.00 -0.01 0.02 0.00
H -2.890 -4.294 -4.684 0.00 0.02 0.01 0.00
H -3.814 -3.447 -5.914 0.01 0.01 0.01 0.00
H -4.350 -2.828 -3.053 0.02 0.01 0.01 0.00
H -5.432 -1.269 -1.239 0.02 0.00 0.00 0.00
H -5.563 -1.045 0.907 -0.03 0.02 0.00 0.00
H -4.061 -0.863 1.812 -0.04 0.03 -0.03 0.00
H -5.953 1.298 0.860 0.00 -0.01 0.00 0.00
H -5.327 0.985 2.467 0.00 0.00 0.00 0.00
H -3.994 2.308 0.073 -0.02 -0.07 0.00 0.00
H -4.295 2.988 1.680 0.01 0.02 -0.02 0.00
H -2.502 3.238 2.830 -0.01 0.00 -0.02 0.00
H -0.520 4.218 3.645 0.00 0.01 -0.03 0.00
C -0.445 2.285 -1.311 0.09 -0.01 0.07 0.00
C -0.362 0.868 -1.847 0.02 -0.09 0.06 0.02
P -0.559 -2.218 0.167 0.72 0.37 -0.15 0.00
C 1.009 -3.132 -0.031 -0.29 0.01 -0.46 0.00
C 2.111 -3.261 0.815 -0.09 -0.05 0.09 0.00
C 3.154 -4.107 0.478 0.00 0.01 0.02 0.00
C 3.109 -4.842 -0.702 0.04 -0.03 0.02 0.00
C 2.022 -4.724 -1.552 -0.07 0.05 -0.08 0.00
C 0.981 -3.862 -1.228 0.24 -0.05 0.10 0.00
C -1.230 -2.995 1.674 -0.42 -0.25 -0.06 0.00
C -0.501 -3.573 2.723 -0.24 -0.58 0.03 0.00
C -1.156 -4.167 3.786 0.08 0.01 -0.11 0.00
C -2.547 -4.220 3.807 -0.12 -0.02 0.03 0.00
C -3.280 -3.692 2.760 -0.02 -0.02 0.04 0.00
C -2.623 -3.078 1.700 0.13 -0.04 -0.11 0.00
P 0.580 2.891 0.129 -0.07 -0.06 -0.06 0.00
C 0.549 1.628 1.747 -0.12 0.10 -0.21 0.00
C 0.386 -0.756 2.764 0.11 0.40 -0.01 0.00
C 0.664 -0.663 4.080 0.03 0.04 -0.11 0.00
C 1.521 0.303 4.613 0.08 0.09 0.03 0.00
C 2.197 1.254 3.888 -0.04 -0.05 0.29 0.00
C 1.758 2.047 2.576 0.06 -0.06 -0.22 0.00
C 2.208 3.186 -0.699 0.07 0.04 0.12 0.00
C 3.468 2.646 -0.473 -0.01 -0.06 -0.01 0.00
C 4.590 3.117 -1.146 0.02 0.01 -0.01 0.00
C 4.476 4.148 -2.063 0.00 0.00 0.01 0.00
C 3.231 4.727 -2.278 0.02 -0.01 -0.03 0.00
C 2.121 4.265 -1.593 -0.05 0.02 0.01 0.00
H -1.490 2.487 -1.069 0.01 -0.01 -0.03 0.01
H -0.194 3.032 -2.069 -0.01 0.03 -0.03 0.01
H 0.250 0.261 -1.235 0.03 -0.05 0.05 0.00
H -1.350 0.431 -1.822 0.00 0.00 0.00 -0.03
H 2.163 -2.697 1.739 0.04 -0.05 -0.04 0.00
H 4.004 -4.205 1.141 -0.01 0.00 0.01 0.00
H 3.922 -5.511 -0.951 -0.01 0.00 0.00 0.00
H 1.981 -5.298 -2.469 0.01 0.00 0.02 0.00
H 0.138 -3.765 -1.907 0.02 0.00 0.06 0.00
H 0.578 -3.582 2.703 0.01 -0.01 0.04 0.00
H -0.587 -4.615 4.591 0.01 -0.01 -0.02 0.00
H -3.054 -4.699 4.634 0.00 0.01 -0.01 0.00
H -4.359 -3.767 2.759 0.01 0.02 0.00 0.00
H -3.186 -2.688 0.862 -0.02 0.02 -0.02 0.00
H -0.246 -1.591 2.495 0.24 0.68 0.30 0.00
H 0.237 -1.403 4.745 -0.04 -0.03 0.00 0.00
H 1.705 0.286 5.683 0.02 -0.01 -0.01 0.00
H 2.854 1.889 4.463 0.04 -0.01 -0.04 0.00
H 1.681 4.097 2.024 -0.01 0.02 0.01 0.00
H 3.596 1.837 0.225 -0.01 0.01 0.00 0.00
H 5.558 2.675 -0.946 -0.01 0.01 0.00 0.00
H 5.347 4.515 -2.589 -0.01 0.00 0.01 0.00
H 3.127 5.557 -2.965 0.00 -0.01 0.00 0.00
H 1.176 4.778 -1.742 -0.02 -0.02 0.01 0.00
```
Positions in Å, forces in eV/Å.

<S²> = 0.758
2S+1 = 2
E_HOMO (alpha / beta) = -11.115 / -11.203 eV
Gap between HOMO and LUMO (alpha / beta) = 4.312 / 4.399 eV
Net charge = +2
LUMO energy (alpha / beta) = -6.8035 / -6.8039 eV



No. 4
Computed, not measured: 2 unconnected molecules or ions with the total composition C6H16NO in a non-equilibrium geometry, with the ωB97M-V functional and the def2-TZVPD basis.

XYZ file:
```
24
Properties=species:S:1:pos:R:3:forces:R:3:mulliken_charge:R:1
C 1.173 1.699 -0.684 -0.47 -1.02 -0.38 -1.55
C -0.164 1.456 0.027 1.88 0.04 1.43 0.51
C -0.022 0.634 1.316 -1.57 -1.24 0.02 -1.23
C 0.097 -0.895 1.169 2.00 0.93 0.59 0.87
C 1.177 -1.393 0.548 -1.47 -0.81 -0.78 -1.09
C -0.719 -1.771 2.108 0.52 -0.06 -0.75 -1.35
N -1.208 0.767 -0.815 0.59 1.34 -0.46 -0.12
H 1.208 2.619 -1.260 0.09 0.13 0.18 0.33
H 1.401 0.867 -1.345 -0.01 -0.11 -0.30 0.40
H 1.953 1.612 0.065 0.15 0.63 0.06 0.39
H -0.492 2.429 0.376 -0.72 0.10 -0.36 0.38
H -1.003 0.758 1.779 0.08 0.31 0.56 0.41
H 0.739 0.967 2.018 0.00 0.47 -0.22 0.46
H 1.914 -0.841 -0.015 -0.07 0.19 0.09 0.23
H 1.170 -2.472 0.393 0.59 0.07 0.36 0.32
H -1.141 -1.227 2.948 -0.23 0.08 -0.17 0.39
H -1.461 -2.319 1.534 -0.49 -0.03 0.24 0.31
H -0.031 -2.507 2.512 -0.11 -0.18 0.14 0.39
H -1.619 -0.018 -0.313 -0.01 -0.13 -0.15 0.34
H -0.746 0.434 -1.687 -0.58 -0.60 0.46 0.21
H -1.908 1.469 -1.045 -0.33 -0.32 -0.17 0.40
H 0.168 -0.028 -3.332 0.32 -0.29 -0.37 0.36
H -0.467 -1.406 -3.466 -0.02 -0.15 0.01 0.29
O -0.021 -0.834 -2.832 -0.14 0.64 0.00 -0.65
```
Positions in Å, forces in eV/Å.

E_HOMO = -12.969 eV
Gap between HOMO and LUMO = 9.682 eV
Net charge = +1
LUMO energy = -3.2864 eV



No. 5
Computed, not measured: C9H10O3 in the gas phase in a non-equilibrium geometry, with the ωB97M-V functional and the def2-TZVPD basis.

XYZ file:
```
22
Properties=species:S:1:pos:R:3:forces:R:3:mulliken_charge:R:1
C 3.191 0.710 0.190 -0.91 0.26 0.65 -0.28
C 2.613 0.058 1.287 -0.83 0.21 -3.51 -0.68
C 2.545 0.689 -1.037 1.34 -1.05 -1.73 -0.67
C 1.449 -0.656 1.125 1.38 0.94 -2.66 -0.36
C 1.517 -0.240 -1.230 0.07 1.12 2.03 -0.33
C 0.905 -0.849 -0.137 0.02 0.43 -0.92 0.60
C -0.403 -1.524 -0.433 -1.28 2.13 4.15 -0.29
C -1.893 0.614 0.206 -2.11 1.48 1.85 0.77
C -3.362 1.014 -0.161 3.00 2.10 2.39 -1.13
O -1.351 1.320 1.025 1.38 -0.87 -0.69 -0.55
O -0.775 -2.525 0.434 1.48 -2.01 -1.36 -0.54
O -1.607 -0.598 -0.247 0.19 0.10 -1.09 -0.40
H 4.066 1.292 0.406 0.35 0.30 -0.37 0.37
H 3.067 0.148 2.185 1.22 0.14 2.84 0.50
H 2.997 1.145 -1.967 -0.55 -0.24 1.36 0.29
H 1.084 -1.087 1.941 -1.94 -1.83 3.20 0.55
H 1.064 -0.374 -2.157 -0.51 -0.11 -1.70 0.41
H -3.409 0.992 -1.171 -0.54 0.59 -3.32 0.37
H -3.607 1.986 0.368 0.34 -1.20 -1.04 0.27
H -3.967 0.264 0.160 -1.90 -2.21 1.18 0.37
H -1.273 -2.220 1.167 -0.59 0.82 0.86 0.34
H -0.617 -1.741 -1.419 0.38 -1.10 -2.12 0.42
```
Positions in Å, forces in eV/Å.

E_HOMO = -9.446 eV
Gap between HOMO and LUMO = 10.160 eV
LUMO energy = 0.7144 eV



No. 6
Computed, not measured: C5H11N3O in the gas phase in a non-equilibrium geometry, with the ωB97M-V functional and the def2-TZVPD basis.

XYZ file:
```
20
Properties=species:S:1:pos:R:3:forces:R:3:mulliken_charge:R:1
C -3.180 -0.007 0.095 0.21 -0.13 0.00 -0.72
C -1.979 0.056 -0.467 -0.66 0.05 -0.12 -0.23
C -0.889 -0.813 -0.019 3.39 1.59 -0.18 0.52
C 0.506 2.141 0.561 0.05 -0.11 0.16 -0.76
C 1.935 -2.001 -0.214 -0.21 -0.17 -0.20 -0.79
N 0.473 1.202 -0.554 0.48 0.27 -0.17 -0.71
N 1.593 -0.723 0.394 0.09 0.49 0.32 -0.53
N 0.441 -0.129 -0.215 -2.52 -1.97 -0.04 0.62
O -0.947 -1.917 0.452 -0.17 0.06 0.12 -0.55
H -3.983 0.649 -0.191 -0.11 0.14 -0.15 0.28
H -3.384 -0.720 0.877 0.01 -0.15 0.14 0.26
H -1.732 0.772 -1.230 -0.06 0.14 -0.09 0.34
H -0.387 1.978 1.165 0.02 0.07 0.04 0.26
H 1.391 2.042 1.200 -0.05 0.01 0.03 0.30
H 0.474 3.146 0.146 -0.01 0.08 0.04 0.35
H 1.209 -2.737 0.126 0.16 -0.05 -0.09 0.24
H 1.923 -1.972 -1.312 0.02 0.02 0.05 0.29
H 2.926 -2.283 0.130 0.06 -0.02 0.05 0.34
H 1.251 1.379 -1.194 -0.36 -0.19 0.06 0.24
H 2.359 -0.062 0.250 -0.35 -0.13 0.03 0.25
```
Positions in Å, forces in eV/Å.

E_HOMO = -7.991 eV
Gap between HOMO and LUMO = 8.891 eV
LUMO energy = 0.9001 eV



Energy above the lowest of the compared OMol25 structures with the same formula, charge and spin values (in eV) by entry order: 3.791, 0.914, 0.573, 1.437, 2.066, 3.437.
Total energy values (in eV) by entry order: -119870.60953, -8339.54733, -125945.38865, -10011.87525, -15635.93601, -11878.33379.